Record 1
This record from OMol25 describes 2 unconnected molecules or ions with the total composition C2H8OS. The level of theory is wB97M-V/def2-TZVPD.

```
! wB97M-V def2-TZVPD RIJCOSX def2/J DEFGRID3
* xyz 0 1
C -0.41 1.80 2.44
O 0.85 1.22 2.33
H -0.33 2.38 1.48
H -1.18 0.98 2.55
H -0.62 2.53 3.31
H 1.01 0.53 3.05
C -0.17 -1.52 -2.90
S 0.64 -2.53 -1.54
H -0.99 -0.71 -2.59
H 0.54 -0.94 -3.44
H -0.76 -2.27 -3.50
H 1.43 -1.48 -1.20
*
```

SMILES ... CO.CS
Maximum force ... 3.45 eV/A
LUMO level ... 0.02840 Ha
Frontier orbital gap ... 9.834 eV
HOMO energy ... -9.1 eV


Record 2
This record from OMol25 describes 2 unconnected molecules or ions with the total composition C2H8OS. The level of theory is wB97M-V/def2-TZVPD.

```
! wB97M-V def2-TZVPD RIJCOSX def2/J DEFGRID3
* xyz 1 2
C -1.18 0.82 -0.98
C -0.46 -0.50 -0.85
S -0.13 -1.43 0.68
H -0.70 1.52 -0.19
H -2.25 0.76 -0.82
H -1.19 1.27 -2.06
H -1.00 -1.34 -1.36
H 0.46 -0.49 -1.46
H -1.28 -1.22 1.23
H 2.48 2.36 0.17
H 1.74 1.28 0.92
O 1.70 2.10 0.46
*
```

<S²> ... 0.75
Maximum force ... 7.52 eV/A
LUMO level (alpha / beta) ... -0.15368 / -0.34255 Ha
Frontier orbital gap (alpha / beta) ... 11.217 / 6.075 eV
HOMO energy (alpha / beta) ... -15.4 / -15.4 eV


Record 3
This record from OMol25 describes 2 unconnected molecules or ions with the total composition C2H8OS2. The level of theory is wB97M-V/def2-TZVPD.

```
! wB97M-V def2-TZVPD RIJCOSX def2/J DEFGRID3
* xyz -1 2
C 0.22 2.54 -0.54
C -0.09 1.18 -1.14
S 0.54 -0.21 -0.10
S -0.47 -1.70 -0.80
H 1.12 2.48 0.07
H -0.65 2.88 0.02
H 0.42 3.37 -1.22
H 0.40 1.05 -2.11
H -1.15 1.07 -1.36
H 0.42 -2.43 -1.56
H -1.12 -0.26 3.36
H -0.12 -0.48 2.24
O -0.26 -0.02 3.09
*
```

<S²> ... 0.75
Maximum force ... 3.45 eV/A
LUMO level (alpha / beta) ... 0.11254 / 0.12368 Ha
Frontier orbital gap (alpha / beta) ... 2.414 / 8.612 eV
HOMO energy (alpha / beta) ... 0.6 / -5.2 eV


Record 4
This record from OMol25 describes 2 unconnected molecules or ions with the total composition C2H8OS2. The level of theory is wB97M-V/def2-TZVPD.

```
! wB97M-V def2-TZVPD RIJCOSX def2/J DEFGRID3
* xyz 0 1
C 1.56 1.83 2.72
C 1.84 0.36 2.50
O 1.99 -0.12 1.01
H 1.08 2.32 1.78
H 0.73 1.71 3.39
H 2.37 2.45 3.20
H 1.06 -0.36 2.86
H 2.87 0.14 2.93
H 1.98 0.50 0.29
S -4.97 -2.61 -4.62
S -4.07 -1.54 -6.12
H -3.75 -3.06 -4.18
H -2.69 -1.64 -5.75
*
```

SMILES ... CCO.SS
Maximum force ... 3.81 eV/A
LUMO level ... 0.01036 Ha
Frontier orbital gap ... 8.731 eV
HOMO energy ... -8.4 eV


Record 5
This record from OMol25 describes 2 unconnected molecules or ions with the total composition C2H8OS2. The level of theory is wB97M-V/def2-TZVPD.

```
! wB97M-V def2-TZVPD RIJCOSX def2/J DEFGRID3
* xyz 0 1
C 0.46 0.77 1.45
S -0.73 0.67 0.07
S -1.97 -0.76 0.82
C -2.63 -1.46 -0.83
H 0.85 -0.21 1.64
H -0.05 1.16 2.36
H 1.46 1.27 1.24
H -3.64 -1.19 -1.04
H -2.52 -2.60 -0.63
H -1.96 -1.11 -1.67
O 3.26 0.91 -0.97
H 3.12 1.78 -1.35
H 4.36 0.78 -1.11
*
```

SMILES ... CSSC.O
Maximum force ... 4.78 eV/A
LUMO level ... 0.01815 Ha
Frontier orbital gap ... 8.139 eV
HOMO energy ... -7.6 eV


Record 6
This record from OMol25 describes 2 unconnected molecules or ions with the total composition C2H8OS2. The level of theory is wB97M-V/def2-TZVPD.

```
! wB97M-V def2-TZVPD RIJCOSX def2/J DEFGRID3
* xyz 0 1
C 2.54 1.37 0.25
C 2.08 0.01 0.83
O 0.90 0.18 1.64
H 2.65 2.17 1.05
H 3.55 1.34 -0.38
H 1.82 1.96 -0.47
H 2.83 -0.53 1.50
H 1.78 -0.67 0.00
H 0.37 0.89 1.31
S -1.41 0.44 -1.29
S -1.38 -1.30 -0.07
H -1.09 1.11 -0.17
H -2.29 -2.24 -0.69
*
```

SMILES ... CCO.SS
Maximum force ... 2.52 eV/A
LUMO level ... 0.00244 Ha
Frontier orbital gap ... 8.817 eV
HOMO energy ... -8.8 eV


Record 7
This record from OMol25 describes 2 unconnected molecules or ions with the total composition C2H8OS2. The level of theory is wB97M-V/def2-TZVPD.

```
! wB97M-V def2-TZVPD RIJCOSX def2/J DEFGRID3
* xyz 0 1
C 0.31 -0.19 2.38
S 0.59 -1.76 1.54
S 0.15 -1.26 -0.41
H 0.61 0.66 1.76
H 0.94 -0.19 3.28
H -0.73 -0.09 2.68
H -0.98 -1.97 -0.54
C -0.71 2.19 -2.01
O -0.61 3.50 -2.57
H -1.13 2.23 -1.00
H -1.40 1.63 -2.63
H 0.25 1.69 -1.98
H 0.09 3.97 -2.12
*
```

SMILES ... CSS.CO
Maximum force ... 0.43 eV/A
LUMO level ... 0.01961 Ha
Frontier orbital gap ... 9.526 eV
HOMO energy ... -9.0 eV


Record 8
This record from OMol25 describes 2 unconnected molecules or ions with the total composition C2H8OS2. The level of theory is wB97M-V/def2-TZVPD.

```
! wB97M-V def2-TZVPD RIJCOSX def2/J DEFGRID3
* xyz 0 1
C -1.64 0.53 1.68
C -1.25 1.02 0.26
S 0.40 0.44 0.05
S -0.19 -1.56 -0.29
H -2.66 0.86 1.96
H -1.00 1.05 2.40
H -1.46 -0.55 2.02
H -1.15 2.09 0.27
H -1.84 0.78 -0.70
H -1.54 -1.48 0.11
O 4.35 -1.35 -2.37
H 3.40 -1.32 -2.51
H 4.57 -0.51 -2.90
*
```

SMILES ... CCSS.O
Maximum force ... 2.73 eV/A
LUMO level ... 0.01192 Ha
Frontier orbital gap ... 8.610 eV
HOMO energy ... -8.3 eV


Record 9
This record from OMol25 describes a single C2H8P2S molecule. The level of theory is wB97M-V/def2-TZVPD.

```
! wB97M-V def2-TZVPD RIJCOSX def2/J DEFGRID3
* xyz 0 1
C -1.82 1.08 -0.73
S -0.94 1.06 0.88
P 0.88 -0.30 1.00
C 1.32 -0.48 -0.80
P 0.58 -2.22 1.73
H -2.31 2.14 -0.69
H -2.48 0.35 -0.90
H -1.07 1.02 -1.49
H 1.70 0.60 1.52
H 1.41 -1.56 -1.00
H 0.48 -0.12 -1.38
H 2.18 0.14 -1.02
H 0.08 -1.72 2.89
*
```

SMILES ... CS[P@H](C)=P
Maximum force ... 5.23 eV/A
LUMO level ... 0.01177 Ha
Frontier orbital gap ... 7.826 eV
HOMO energy ... -7.5 eV


Record 10
This record from OMol25 describes 2 unconnected molecules or ions with the total composition C2H8S2. The level of theory is wB97M-V/def2-TZVPD.

```
! wB97M-V def2-TZVPD RIJCOSX def2/J DEFGRID3
* xyz 0 1
C -0.73 0.48 -1.41
S 0.02 2.05 -0.88
H -0.01 -0.36 -1.47
H -1.26 0.56 -2.37
H -1.47 0.25 -0.62
H 0.90 1.60 0.04
C 0.51 -1.15 0.78
S 1.01 0.46 1.56
H -0.41 -1.06 0.18
H 0.28 -1.70 1.71
H 1.26 -1.72 0.21
H -0.11 0.60 2.29
*
```

SMILES ... CS.CS
Maximum force ... 2.06 eV/A
LUMO level ... 0.02480 Ha
Frontier orbital gap ... 8.890 eV
HOMO energy ... -8.2 eV


Record 11
This record from OMol25 describes 2 unconnected molecules or ions with the total composition C2H8S2. The level of theory is wB97M-V/def2-TZVPD.

```
! wB97M-V def2-TZVPD RIJCOSX def2/J DEFGRID3
* xyz 0 1
C 0.06 -0.19 -2.13
S 1.16 0.45 -3.41
H -0.61 -0.95 -2.52
H -0.61 0.62 -1.81
H 0.61 -0.51 -1.25
H 1.68 1.45 -2.69
C -0.56 0.29 2.23
S 0.75 -0.75 2.95
H -1.36 0.37 2.96
H -1.06 -0.28 1.44
H -0.37 1.31 1.92
H 0.32 -1.83 2.31
*
```

SMILES ... CS.CS
Maximum force ... 1.84 eV/A
LUMO level ... 0.02502 Ha
Frontier orbital gap ... 9.758 eV
HOMO energy ... -9.1 eV


Record 12
This record from OMol25 describes 2 unconnected molecules or ions with the total composition C2H8S2. The level of theory is wB97M-V/def2-TZVPD.

```
! wB97M-V def2-TZVPD RIJCOSX def2/J DEFGRID3
* xyz 1 2
C 3.61 -0.84 -0.83
H 2.89 -0.89 -0.02
H 4.27 -1.70 -0.69
H 4.14 0.10 -0.82
H 3.15 -1.06 -1.80
C -2.83 0.67 -0.19
S -3.03 -0.58 1.02
S -2.34 0.20 2.74
H -2.06 0.59 -1.00
H -2.70 1.72 0.12
H -3.74 0.79 -0.80
H -1.35 1.00 2.28
*
```

<S²> ... 0.75
Maximum force ... 3.15 eV/A
LUMO level (alpha / beta) ... -0.18509 / -0.31167 Ha
Frontier orbital gap (alpha / beta) ... 10.060 / 6.616 eV
HOMO energy (alpha / beta) ... -15.1 / -15.1 eV


Record 13
This record from OMol25 describes 2 unconnected molecules or ions with the total composition C2H8S3. The level of theory is wB97M-V/def2-TZVPD.

```
! wB97M-V def2-TZVPD RIJCOSX def2/J DEFGRID3
* xyz 0 1
C -1.49 0.00 -0.17
S -1.60 1.81 -0.15
C -0.03 2.22 0.63
H -0.98 -0.28 -1.08
H -2.52 -0.31 -0.34
H -1.17 -0.37 0.79
H 0.38 3.20 0.37
H -0.15 2.23 1.71
H 0.78 1.55 0.34
S 2.29 -2.93 0.33
S 2.00 -1.78 -1.28
H 1.72 -4.08 -0.02
H 0.76 -1.26 -1.14
*
```

SMILES ... CSC.SS
Maximum force ... 1.33 eV/A
LUMO level ... 0.01488 Ha
Frontier orbital gap ... 8.996 eV
HOMO energy ... -8.6 eV


Record 14
This record from OMol25 describes 2 unconnected molecules or ions with the total composition C2H8S3. The level of theory is wB97M-V/def2-TZVPD.

```
! wB97M-V def2-TZVPD RIJCOSX def2/J DEFGRID3
* xyz 0 1
C 2.48 2.37 0.25
S 2.29 0.57 0.07
C 2.57 0.28 -1.66
H 3.41 2.71 0.66
H 1.69 2.61 0.96
H 2.15 2.87 -0.66
H 3.54 0.54 -2.08
H 2.51 -0.78 -1.76
H 1.77 0.61 -2.32
S -5.72 -2.81 0.44
S -5.63 -2.09 2.40
H -4.82 -3.76 0.71
H -6.25 -3.13 2.98
*
```

SMILES ... CSC.SS
Maximum force ... 1.46 eV/A
LUMO level ... 0.01066 Ha
Frontier orbital gap ... 8.791 eV
HOMO energy ... -8.5 eV


Record 15
This record from OMol25 describes 2 unconnected molecules or ions with the total composition C2H8S3. The level of theory is wB97M-V/def2-TZVPD.

```
! wB97M-V def2-TZVPD RIJCOSX def2/J DEFGRID3
* xyz 1 2
S -3.66 2.60 -2.00
S -4.98 1.26 -1.14
H -2.78 2.28 -1.11
H -6.11 1.99 -1.08
C 2.86 -1.18 0.26
C 1.79 -0.36 0.99
S 0.13 -0.49 0.27
H 2.99 -0.91 -0.88
H 3.83 -1.21 0.81
H 2.45 -2.27 0.29
H 2.11 0.81 1.14
H 1.73 -0.73 2.05
H -0.35 -1.79 0.40
*
```

<S²> ... 0.75
Maximum force ... 3.16 eV/A
LUMO level (alpha / beta) ... -0.21712 / -0.34182 Ha
Frontier orbital gap (alpha / beta) ... 5.615 / 2.222 eV
HOMO energy (alpha / beta) ... -11.5 / -11.5 eV


Record 16
This record from OMol25 describes a single C2H8Si molecule. The level of theory is wB97M-V/def2-TZVPD.

```
! wB97M-V def2-TZVPD RIJCOSX def2/J DEFGRID3
* xyz 0 1
C 0.49 1.11 -0.75
C 0.49 0.16 0.46
Si -0.82 -1.16 0.42
H -0.39 1.77 -0.82
H 0.57 0.57 -1.69
H 1.31 1.80 -0.69
H 1.44 -0.39 0.49
H 0.39 0.75 1.39
H -0.89 -1.82 -0.90
H -0.47 -2.19 1.34
H -2.11 -0.60 0.76
*
```

SMILES ... CC[SiH3]
Maximum force ... 1.17 eV/A
LUMO level ... 0.04342 Ha
Frontier orbital gap ... 11.901 eV
HOMO energy ... -10.7 eV


Record 17
This record from OMol25 describes a molecular structure, C2H9Ba2O3. The level of theory is wB97M-V/def2-TZVPD.

```
! wB97M-V def2-TZVPD RIJCOSX def2/J DEFGRID3
* xyz 3 1
Ba -0.29 -2.61 -1.22
Ba 1.89 -0.82 -0.26
O -0.04 -0.88 -0.30
H -0.28 -1.12 0.61
C -1.53 0.48 -1.96
O -0.90 0.76 -0.72
H -1.93 1.43 -2.33
H -0.70 0.07 -2.53
H -2.30 -0.28 -1.88
H -0.70 -0.11 -0.39
C 1.20 0.28 2.07
O 1.48 0.88 0.85
H 1.23 1.03 2.86
H 0.20 -0.14 2.02
H 1.89 -0.49 2.44
H 0.78 1.52 0.75
*
```

Maximum force ... 16.37 eV/A
LUMO level ... -0.47439 Ha
Frontier orbital gap ... 7.959 eV
HOMO energy ... -20.9 eV


Record 18
This record from OMol25 describes a single C2H9BrSi3 molecule. The level of theory is wB97M-V/def2-TZVPD.

```
! wB97M-V def2-TZVPD RIJCOSX def2/J DEFGRID3
* xyz 0 1
Br -2.27 -1.18 2.65
Si -1.50 -0.72 0.49
C 0.48 -1.61 0.18
Si 1.72 -0.33 -0.38
C 0.83 1.38 -0.30
Si -1.07 1.45 0.08
H -2.72 -1.33 -0.09
H 0.17 -2.47 -0.59
H 0.74 -2.15 1.02
H 1.82 -0.61 -1.87
H 3.07 -0.45 0.04
H 1.51 2.09 0.15
H 0.74 1.94 -1.29
H -1.61 2.55 0.98
H -1.90 1.44 -1.08
*
```

SMILES ... Br[Si@@H]1C[SiH2]C[SiH2]1
Maximum force ... 4.57 eV/A
LUMO level ... 0.01304 Ha
Frontier orbital gap ... 9.716 eV
HOMO energy ... -9.4 eV


Record 19
This record from OMol25 describes 2 unconnected molecules or ions with the total composition C2H9ClSi2. The level of theory is wB97M-V/def2-TZVPD.

```
! wB97M-V def2-TZVPD RIJCOSX def2/J DEFGRID3
* xyz 0 1
C -1.93 -0.26 1.19
C 0.25 -0.33 -1.28
Si -1.28 0.59 -0.41
Si 2.57 0.26 0.24
Cl 3.68 -1.06 -0.78
H -0.96 -0.46 1.67
H -2.66 0.29 1.79
H -2.32 -1.25 1.03
H 0.28 -1.39 -1.14
H 0.70 -0.11 -2.23
H -0.82 1.88 -0.01
H -2.37 0.76 -1.35
H 2.32 -0.54 1.44
H 2.52 1.64 -0.17
*
```

Maximum force ... 4.72 eV/A
LUMO level ... -0.00901 Ha
Frontier orbital gap ... 7.555 eV
HOMO energy ... -7.8 eV


Relative energy (zero: lowest compared OMol25 entry of this formula, charge and spin) readings, ordered: 1.523; 1.355; 0.840; 2.224; 1.382; 1.662; 0.821; 1.277; 2.086; 1.508; 0.591; 0.337; 0.475; 0.519; 1.324; 0.000; 10.713; 1.599; 2.873 eV